<P>
Formula: C3H8N2O
Source: the OMol25 dataset
Level of theory: ωB97M-V/def2-TZVPD

Properties
Highest occupied orbital energy: -0.2935 Eh
Total charge: 0

Geometry (Å):
C  -0.010  0.590  -0.494
C  -2.045  -0.807  -0.118
C  -0.874  -0.012  0.339
N  0.975  1.458  -0.099
N  2.537  -0.344  0.109
O  1.680  -1.167  -0.224
H  -0.090  0.454  -1.563
H  -2.268  -1.601  0.590
H  -2.923  -0.160  -0.179
H  -1.870  -1.238  -1.099
H  -0.771  0.134  1.405
H  1.779  1.556  -0.698
H  2.735  -0.405  1.143
H  1.146  1.542  0.890



<Q>
Formula: C3H8N2O
Source: the OMol25 dataset
Level of theory: ωB97M-V/def2-TZVPD

Properties
Highest occupied orbital energy: -0.3508 Eh
Total charge: 0

Geometry (Å):
O  0.654  -1.502  0.329
C  -0.309  -0.683  0.291
N  -0.459  0.432  -0.435
C  0.535  0.568  -1.551
N  1.539  1.223  -0.807
C  -1.342  -1.002  1.410
H  -0.451  1.358  0.044
H  0.040  1.298  -2.229
H  0.824  -0.455  -1.841
H  2.577  0.877  -0.902
H  1.298  1.140  0.157
H  -2.440  -0.957  1.403
H  -1.275  -0.339  2.317
H  -1.193  -1.958  1.813



Top of the stability list: <Q>, leading by 202.4 kJ/mol.



<P>
Formula: C3H8N2O
Source: the OMol25 dataset
Level of theory: ωB97M-V/def2-TZVPD

Properties
Highest occupied orbital energy: -0.3333 Eh
Total charge: 0

Geometry (Å):
O  -0.436  1.379  -0.058
C  0.287  0.641  0.509
N  0.760  -0.557  -0.025
C  -0.080  -1.101  -1.343
N  -1.466  -1.226  -1.158
C  0.920  1.067  1.987
H  1.360  -1.122  0.617
H  0.222  -0.240  -2.209
H  0.423  -1.986  -1.574
H  -1.699  -2.000  -0.484
H  -2.079  -0.436  -1.275
H  0.112  1.359  2.549
H  1.660  0.365  2.463
H  1.662  1.863  1.735



<Q>
Formula: C3H8N2O
Source: the OMol25 dataset
Level of theory: ωB97M-V/def2-TZVPD

Properties
Highest occupied orbital energy: -0.3253 Eh
Total charge: 0

Geometry (Å):
C  2.531  -0.061  0.375
C  -0.469  1.295  -0.589
C  -0.492  -1.318  -0.420
N  1.200  0.013  0.586
N  0.168  0.030  -0.396
O  3.144  0.055  -0.642
H  2.861  -0.127  1.469
H  0.173  2.122  -0.913
H  -1.316  1.035  -1.379
H  -1.023  1.673  0.406
H  0.030  -1.913  -1.043
H  -0.542  -1.760  0.580
H  -1.456  -1.295  -0.689
H  0.814  -0.339  1.506



<R>
Formula: C3H8N2O
Source: the OMol25 dataset
Level of theory: ωB97M-V/def2-TZVPD

Properties
Highest occupied orbital energy: -0.3064 Eh
Total charge: 0

Geometry (Å):
C  0.600  -1.705  0.196
C  1.286  -0.785  0.879
N  2.434  -0.180  0.441
H  0.914  -1.988  -0.807
H  -0.224  -2.262  0.608
H  0.995  -0.488  1.877
H  2.948  -0.462  -0.372
H  2.877  0.522  1.011
C  -2.111  1.849  -0.456
N  -1.872  0.544  -0.747
O  -1.495  2.490  0.359
H  -2.938  2.255  -1.061
H  -2.448  0.065  -1.416
H  -0.966  0.145  -0.512



<S>
Formula: C3H8N2O
Source: the OMol25 dataset
Level of theory: ωB97M-V/def2-TZVPD

Properties
Highest occupied orbital energy: -0.3379 Eh
Total charge: 0

Geometry (Å):
C  2.190  -0.168  0.641
C  1.243  -0.948  0.121
N  0.547  -0.787  -1.164
H  2.240  0.905  0.491
H  2.777  -0.700  1.371
H  0.810  -1.782  0.684
H  0.735  -1.689  -1.587
H  -0.462  -0.718  -0.968
C  -1.973  0.532  0.396
N  -1.319  1.460  -0.352
O  -1.673  -0.632  0.596
H  -2.980  0.838  0.744
H  -1.820  2.298  -0.579
H  -0.314  1.390  -0.394



Top of the stability list: <R>, leading by 60.0 kJ/mol.



<P>
Formula: C3H8N2O
Source: the OMol25 dataset
Level of theory: ωB97M-V/def2-TZVPD

Properties
Highest occupied orbital energy: -0.3229 Eh
Total charge: 0

Geometry (Å):
C  0.931  0.664  0.648
C  -0.379  -0.132  0.301
C  -0.976  0.298  -1.008
N  -1.781  -0.615  -1.635
O  -0.807  1.399  -1.486
N  1.831  -0.150  1.429
H  0.670  1.617  1.103
H  1.358  0.852  -0.339
H  -1.067  0.059  1.130
H  -0.173  -1.203  0.317
H  -2.034  -0.452  -2.596
H  -1.762  -1.552  -1.266
H  2.794  0.070  1.409
H  1.394  -0.854  1.993



<Q>
Formula: C3H8N2O
Source: the OMol25 dataset
Level of theory: ωB97M-V/def2-TZVPD

Properties
Highest occupied orbital energy: -0.3378 Eh
Total charge: 0

Geometry (Å):
C  1.955  -2.367  0.891
C  1.115  -1.696  0.094
O  1.255  -1.735  -1.299
H  2.836  -2.928  0.565
H  1.947  -2.310  2.070
H  0.377  -0.916  0.400
H  2.251  -1.490  -1.199
N  -1.286  2.367  0.666
C  -1.914  2.002  -0.506
N  -2.068  0.747  -0.897
H  -1.005  1.623  1.323
H  -1.247  3.371  0.937
H  -1.886  2.795  -1.205
H  -2.331  0.537  -1.842



<R>
Formula: C3H8N2O
Source: the OMol25 dataset
Level of theory: ωB97M-V/def2-TZVPD

Properties
Highest occupied orbital energy: -0.3447 Eh
Total charge: 0

Geometry (Å):
O  -1.221  0.040  0.788
C  -0.135  -0.485  0.728
N  0.628  -0.453  -0.457
C  0.155  0.290  -1.589
N  -0.086  1.723  -1.362
C  0.546  -1.234  1.831
H  1.623  -0.534  -0.298
H  0.910  0.146  -2.359
H  -0.763  -0.174  -1.950
H  -0.667  2.017  -2.140
H  -0.673  1.810  -0.539
H  0.752  -0.537  2.645
H  -0.199  -1.919  2.240
H  1.460  -1.715  1.508



Top of the stability list: <R>, leading by 19.3 kJ/mol.



<P>
Formula: C8H13NO
Source: the OMol25 dataset
Level of theory: ωB97M-V/def2-TZVPD

Properties
Highest occupied orbital energy (alpha / beta): -0.2406 / -0.2406 Eh
Total charge: 0

Geometry (Å):
C  -1.156  -0.071  0.072
C  -1.864  0.881  1.041
C  -1.690  -1.507  0.269
C  -1.406  0.371  -1.378
C  0.323  -0.106  0.349
C  2.430  0.091  -0.094
N  3.685  0.164  -0.621
C  1.992  0.880  1.037
C  1.347  -0.680  -0.466
O  0.773  0.275  1.541
H  4.378  0.628  -0.050
H  4.017  -0.621  -1.157
H  1.929  1.960  1.051
H  1.271  -1.482  -1.182
H  -1.477  1.895  0.935
H  -2.936  0.888  0.837
H  -1.716  0.571  2.074
H  -1.181  -2.210  -0.388
H  -1.544  -1.838  1.295
H  -2.756  -1.536  0.046
H  -2.479  0.384  -1.581
H  -1.008  1.372  -1.547
H  -0.932  -0.311  -2.083



<Q>
Formula: C8H13NO
Source: the OMol25 dataset
Level of theory: ωB97M-V/def2-TZVPD

Properties
Highest occupied orbital energy: -0.3525 Eh
Total charge: 0

Geometry (Å):
C  -1.670  0.202  0.032
C  -0.181  0.174  0.319
C  0.213  -0.836  1.384
C  -0.173  -2.264  1.071
N  0.366  -2.933  0.054
C  0.880  0.391  -0.738
C  0.447  1.404  -1.797
C  0.219  2.457  -0.677
C  0.656  1.425  0.364
H  -1.950  0.977  -0.690
H  -2.015  -0.757  -0.381
H  -2.226  0.395  0.962
H  1.304  -0.824  1.540
H  -0.255  -0.589  2.348
H  1.721  -0.299  -0.844
H  1.273  1.682  -2.463
H  -0.421  1.127  -2.413
H  0.924  3.293  -0.749
H  -0.796  2.866  -0.568
H  1.288  1.642  1.228
O  -0.246  -3.114  2.027
H  0.308  -2.451  -0.836
H  0.335  -3.966  0.825



Top of the stability list: <P>, leading by 8.1 kJ/mol.



<P>
Formula: C8H13NO
Source: the OMol25 dataset
Level of theory: ωB97M-V/def2-TZVPD

Properties
Highest occupied orbital energy: -0.3301 Eh
Total charge: 0

Geometry (Å):
C  -0.351  1.559  1.483
C  2.062  0.248  -0.735
C  -0.967  0.911  -1.427
C  -1.491  -1.444  -0.701
C  0.261  -0.997  1.738
C  -0.142  0.196  0.895
C  0.844  -0.368  -0.129
C  -0.602  -0.233  -0.502
N  0.959  -1.574  0.711
O  0.170  -1.270  2.902
H  1.690  -2.262  0.740
H  -0.130  1.514  2.548
H  -1.384  1.883  1.363
H  0.301  2.304  1.029
H  1.929  1.314  -0.853
H  2.277  -0.187  -1.712
H  2.923  0.087  -0.078
H  -0.366  1.786  -1.240
H  -2.028  1.168  -1.304
H  -0.807  0.605  -2.468
H  -1.044  -2.336  -0.260
H  -2.459  -1.282  -0.232
H  -1.644  -1.620  -1.767



<Q>
Formula: C8H13NO
Source: the OMol25 dataset
Level of theory: ωB97M-V/def2-TZVPD

Properties
Highest occupied orbital energy (alpha / beta): -0.3260 / -0.3260 Eh
Total charge: 0

Geometry (Å):
C  1.826  1.031  -1.220
C  0.003  -2.737  0.489
C  -0.492  -1.604  -0.363
C  -0.115  -1.450  -1.640
O  1.093  0.596  -0.107
H  1.230  1.622  -1.934
H  2.175  0.224  -1.882
H  2.702  1.655  -0.994
H  -0.846  -3.238  0.969
H  0.531  -3.488  -0.104
H  0.687  -2.363  1.254
H  0.474  -2.220  -2.126
H  -0.252  -0.527  -2.188
C  -0.073  1.948  1.734
C  -0.395  1.480  0.346
N  -1.077  2.244  -0.420
C  -1.245  -0.563  0.347
C  -2.263  -0.472  1.045
H  -1.208  1.838  -1.346
H  0.454  2.903  1.727
H  -0.961  2.027  2.367
H  0.594  1.205  2.178
H  -2.842  -0.109  1.868



Top of the stability list: <P>, leading by 513.4 kJ/mol.



<P>
Formula: C4H9N
Source: the OMol25 dataset
Level of theory: ωB97M-V/def2-TZVPD

Properties
Highest occupied orbital energy: -0.3024 Eh
Total charge: 0

Geometry (Å):
C  0.928  1.246  1.553
C  1.369  0.441  0.307
C  0.342  -0.566  -0.125
C  -0.738  -0.205  -0.805
N  -1.823  -1.037  -1.165
H  1.775  1.860  1.884
H  0.122  1.944  1.357
H  0.668  0.575  2.378
H  2.284  -0.081  0.579
H  1.572  1.172  -0.487
H  0.417  -1.601  0.195
H  -0.708  0.811  -1.176
H  -2.523  -0.494  -1.651
H  -2.274  -1.440  -0.348



<Q>
Formula: C4H9N
Source: the OMol25 dataset
Level of theory: ωB97M-V/def2-TZVPD

Properties
Highest occupied orbital energy: -0.3359 Eh
Total charge: 0

Geometry (Å):
C  1.861  1.030  -2.958
N  2.830  0.682  -2.219
H  1.832  2.004  -3.443
H  1.113  0.293  -3.259
H  2.884  -0.336  -2.219
C  -1.733  0.560  1.250
C  -0.730  -0.462  1.715
C  -0.759  -1.793  1.814
H  -2.326  0.846  2.113
H  -1.212  1.461  0.918
H  -2.279  0.278  0.346
H  0.186  0.050  2.019
H  -0.260  -2.184  2.692
H  -1.406  -2.429  1.231



Top of the stability list: <P>, leading by 189.0 kJ/mol.